Version P
This record from the Open Molecules 2025 dataset describes C6H14N2O as an isolated structure. The level of theory is wB97M-V/def2-TZVPD.

Properties
LUMO level = 0.5 eV
HOMO energy = -0.2352 hartree
M = 130.2 g mol⁻¹
orbital gap = 6.93 eV
multiplicity = 1

Structure (XYZ):
```
23
C6H14N2O (wB97M-V/def2-TZVPD)
C 0.6995 -0.9126 0.0117
H 0.3237 2.6132 1.5144
H -1.2063 1.0318 2.6458
H 0.0848 -0.1544 2.8897
H -2.8081 0.4209 -1.1190
H 1.9112 -0.7587 -1.7493
H -0.1986 -1.4803 0.2119
H 0.0513 -1.9799 -2.8044
H -0.9256 0.7264 0.0336
H -1.3714 -0.6035 1.9828
C -0.1818 -1.1489 -2.1582
H 1.2855 2.0331 0.1474
C -1.4642 -0.6819 -2.0119
C -0.6640 0.2039 2.1753
H -2.2404 -1.1606 -2.6109
O 1.7453 -1.4638 0.6771
H 2.5638 -1.0134 0.4284
C 0.9175 -0.4599 -1.4059
H 1.6608 1.4899 1.7931
N -1.8018 0.3140 -1.1720
N -0.0548 0.6146 0.9157
H 0.8265 0.6285 -1.4974
C 0.8473 1.7417 1.1023
```

natural (NBO) population analysis, charges in e, atoms 1 to 6: 0.401 0.205 0.201 0.195 0.351 0.219

---

Version Q
This record from the Open Molecules 2025 dataset describes a 2-piece molecular cluster, C6H14N2O overall. The level of theory is wB97M-V/def2-TZVPD.

Properties
LUMO level = 0.8 eV
HOMO energy = -0.2889 hartree
M = 130.2 g mol⁻¹
orbital gap = 8.71 eV
SMILES = C=C(N)OC.C=CNC
multiplicity = 1

Structure (XYZ):
```
23
C6H14N2O (wB97M-V/def2-TZVPD)
H 1.5459 -0.4859 -2.2379
C -0.5504 0.2688 2.0990
H -0.8281 2.1294 -0.6926
C 1.0860 0.4240 -1.8993
H -1.3359 0.5890 1.4233
N -1.1465 1.4503 -1.3694
C -1.0458 -1.3236 -3.1431
N 0.7178 0.5254 1.6203
C -0.2347 0.5318 -1.7466
H 2.7715 0.2714 1.7715
H -0.1400 -0.5443 4.0140
H -1.9182 -1.9703 -3.2159
C -0.8785 -0.2151 3.2998
H -0.9819 -0.6468 -4.0001
H 0.8134 0.4901 0.6143
H -1.9724 0.5439 -1.4963
H 1.7062 1.2894 -1.7350
C 1.8713 0.0170 2.3294
H -0.1340 -1.9231 -3.0950
H 1.8368 -1.0729 2.4664
O -1.1856 -0.5774 -1.9300
H -1.9115 -0.2487 3.6043
H 1.9148 0.4777 3.3188
```

natural (NBO) population analysis, charges in e, atoms 1 to 6: 0.222 0.016 0.398 -0.661 0.190 -0.896

---

Version R
This record from the Open Molecules 2025 dataset describes a 3-piece molecular cluster, C6H14N2O overall. The level of theory is wB97M-V/def2-TZVPD.

Properties
LUMO level = 1.0 eV
HOMO energy = -0.3568 hartree
M = 130.2 g mol⁻¹
orbital gap = 10.66 eV
SMILES = [H]/N=C(\C)OC.C#CC.N
multiplicity = 1

Structure (XYZ):
```
23
C6H14N2O (wB97M-V/def2-TZVPD)
H -0.3918 -2.3056 -2.3525
H 2.3625 -0.8586 -2.1303
H 0.1889 -1.2978 1.5954
N 2.0063 -0.5102 -1.2419
C 1.0983 -0.7279 1.7727
C -2.8451 -0.7339 -0.0935
C -1.0269 -1.7602 -1.7169
H 2.2666 0.4774 -1.2346
H -1.2480 1.8311 -0.9252
H 0.9869 -0.6117 -1.2767
H -0.7455 2.7848 0.5373
O -0.2354 0.7765 0.4860
N 1.8595 1.5392 1.0758
H 1.2100 -0.5361 2.8410
H 1.9580 -1.3007 1.4278
H -3.5290 -0.1216 -0.6777
H 2.6627 1.3696 1.6706
H 0.4408 2.3460 -0.6851
H -2.4106 -0.1219 0.6907
H -3.4008 -1.5406 0.3517
C 1.0503 0.5687 1.0136
C -0.4558 1.9995 -0.1845
C -1.8018 -1.2663 -0.9439
```

natural (NBO) population analysis, charges in e, atoms 1 to 6: 0.236 0.356 0.234 -1.097 -0.706 -0.704

---

In terms of stability, version R leads; the second structure lies 15.2 kcal/mol higher.